80
Properties=species:S:1:pos:R:3:lowdin_charge:R:1 method="wB97M-V/def2-TZVPD" homo_lumo_gap_ev="6.38 / 4.35" multiplicity=3 lumo_energy_ev="-7.079 / -9.109" e_tot_ev=-134962.56818 s2=2.09 charge=+2 homo_ev="-13.5 / -13.5" molar_mass_g_mol=769.67
N -1.818 -0.836 -8.853 0.097
C -1.077 -1.829 -8.332 -0.080
C -0.679 -1.814 -6.972 0.014
C -1.139 -0.799 -6.107 -0.197
C -1.907 0.218 -6.705 -0.004
C -2.201 0.156 -8.048 -0.117
C -0.776 -0.798 -4.685 0.062
Pt -1.285 1.125 -0.282 0.688
P -1.429 0.060 2.549 0.965
C -1.414 -0.187 -3.608 0.011
C -1.210 -0.729 -2.295 -0.212
C -2.124 -0.465 -1.147 -0.265
C -1.927 -1.361 0.060 -0.171
C -0.768 -2.102 0.245 -0.405
C -0.006 -2.375 -0.906 -0.116
C -0.158 -1.646 -2.064 -0.023
Br 0.610 -2.423 1.782 0.876
H 0.060 -1.485 -4.528 0.114
H -2.077 0.689 -3.725 0.135
H -0.077 -2.658 -6.617 0.123
H -2.287 1.019 -6.078 0.114
H -0.797 -2.640 -9.016 0.125
H -2.796 0.966 -8.511 0.131
H -3.113 -0.029 -1.443 0.136
H 0.605 -1.869 -2.810 0.124
H -2.900 -1.452 0.550 0.109
H 0.725 -3.190 -0.909 0.117
P 0.647 2.026 0.538 0.857
C -2.030 -1.720 2.939 -0.470
C -2.792 -2.319 4.081 -0.121
H -1.038 -2.236 2.976 -0.095
H -2.445 -2.165 2.029 0.036
H -2.714 -3.408 4.018 0.093
H -2.409 -2.015 5.059 0.059
H -3.855 -2.092 4.029 0.078
C -2.961 0.974 2.951 -0.418
C -3.260 1.309 4.408 -0.121
H -3.763 0.381 2.506 0.082
H -2.951 1.888 2.350 0.053
H -4.205 1.861 4.451 0.088
H -3.373 0.427 5.049 0.072
H -2.479 1.938 4.856 0.073
C -0.309 0.289 4.011 -0.408
C -0.249 -0.522 5.305 -0.127
H -0.514 1.323 4.291 0.063
H 0.710 0.294 3.568 0.043
H 0.566 -0.162 5.948 0.087
H -1.150 -0.454 5.932 0.073
H -0.031 -1.595 5.186 0.078
C 2.314 1.861 1.384 -0.337
C 3.208 3.088 1.200 -0.110
H 2.822 0.959 0.998 0.071
H 2.137 1.672 2.458 0.073
H 3.651 3.132 0.198 0.079
H 2.672 4.026 1.391 0.063
H 4.025 3.043 1.924 0.092
C 0.090 3.693 1.028 -0.395
C -1.152 4.125 0.261 -0.145
H 0.942 4.379 0.897 0.079
H -0.086 3.631 2.118 0.097
H -0.890 4.721 -0.621 0.090
H -1.749 3.248 -0.077 0.013
H -1.785 4.732 0.915 0.090
C 1.101 2.190 -1.257 -0.392
C 2.273 1.342 -1.742 -0.127
H 1.244 3.264 -1.430 0.099
H 0.184 1.865 -1.824 0.042
H 2.058 1.158 -2.804 0.082
H 3.222 1.888 -1.688 0.085
H 2.390 0.380 -1.237 0.038
C 4.952 -1.694 1.787 -0.259
S 4.812 -2.244 0.076 0.833
C 3.955 -3.762 0.520 -0.273
O 3.856 -1.340 -0.613 -0.581
H 5.442 -2.495 2.344 0.062
H 3.932 -1.510 2.150 0.039
H 5.548 -0.774 1.804 0.059
H 3.125 -3.503 1.189 -0.016
H 3.583 -4.243 -0.394 0.060
H 4.691 -4.399 1.019 0.064